Entry 1:
Density functional theory data (wB97M-V/def2-TZVPD) for a structure of composition C29H44F6N2O24S2Sr in a non-equilibrium geometry.

XYZ file:
```
108
Properties=species:S:1:pos:R:3:forces:R:3
H 0.076 -4.605 1.917 -2.34 3.71 -0.94
H -2.699 2.778 -0.855 0.37 -0.14 0.74
H 2.862 0.069 -3.264 -0.22 -1.29 0.75
H -3.104 -2.946 -0.894 -0.64 -0.08 -0.91
O 2.140 0.431 -5.819 -0.43 0.83 -1.43
O -5.201 1.038 -0.980 -1.01 1.97 -1.21
F 4.024 1.696 1.888 0.52 -1.74 0.32
C 0.369 -2.215 0.135 -0.68 2.04 1.97
C 1.839 0.106 -3.639 -0.19 -1.14 0.33
O 3.913 4.819 2.693 -1.71 -1.88 -1.02
C 5.436 -2.184 -0.421 -0.44 0.21 -2.10
O -0.844 -3.342 1.965 -0.79 -3.21 1.74
C -4.437 -0.559 0.379 -0.96 -1.05 2.51
C 6.428 -2.673 -1.288 1.89 -1.08 0.14
O 0.480 1.309 -0.349 -1.77 -0.53 2.23
H 3.440 -1.502 -0.376 -0.52 -0.34 -0.07
C -0.660 -2.267 1.389 0.80 3.73 -1.82
C -2.586 -4.777 0.020 0.38 1.95 -1.03
C 0.089 0.205 0.183 1.56 3.48 -2.40
H 1.016 0.190 -2.930 0.64 0.31 0.35
H -1.716 -3.072 4.783 0.74 0.49 0.39
S 3.045 4.061 1.790 -0.81 2.75 -3.26
O -3.078 -4.671 -2.232 -0.63 -0.39 -0.61
H -4.860 -1.490 0.755 0.19 -0.73 -0.85
H 8.447 -3.215 -1.244 -0.73 -0.36 -0.69
F 5.171 3.048 0.645 0.45 -0.19 -0.20
H -3.282 5.795 2.398 -0.69 0.27 0.34
H -1.599 -3.554 -1.599 0.16 0.20 0.59
H -3.085 5.508 0.108 0.54 0.40 -0.10
C 4.835 -3.224 -2.993 -0.59 0.57 0.78
H 0.529 4.760 -3.272 -0.35 -0.29 0.16
O -3.746 0.604 -2.674 -2.61 -0.78 3.14
F 1.761 0.463 3.926 -0.64 0.70 0.12
H -3.777 4.011 -1.264 0.03 -0.18 -1.22
H -2.133 -1.116 2.454 0.05 0.07 0.39
H -5.592 1.089 1.019 -0.49 0.22 -0.17
O -2.477 -3.461 4.345 -0.33 -0.71 1.09
H 2.788 -6.212 -2.570 0.93 -0.05 -0.43
H -1.651 3.423 -2.684 -0.13 0.07 -0.40
O 7.755 -2.646 -0.898 -0.86 1.04 1.46
H 1.611 4.736 -1.849 -0.30 -0.78 0.21
O 1.531 4.100 4.938 0.12 0.13 -1.33
O -3.700 -5.520 -0.381 -0.72 -2.72 2.76
C 6.146 -3.232 -2.553 -1.33 -0.02 0.31
C 0.608 4.972 -2.206 -0.02 0.65 0.77
C -0.996 0.120 1.234 -2.01 4.40 -0.14
O 2.579 4.831 0.590 -0.03 -1.74 2.16
H 1.485 -0.993 -1.058 -0.17 1.27 -0.12
O 1.429 -1.067 -4.440 -0.10 0.10 0.39
H -3.679 2.983 1.401 0.06 -0.04 -0.28
H -3.720 -0.318 1.164 -0.01 0.81 -0.25
C -1.718 4.366 4.386 1.09 -0.57 1.30
N -2.703 4.592 0.297 0.56 -0.65 1.33
H -2.724 -4.156 0.905 -0.82 -0.50 0.05
C 0.686 -0.912 -0.336 -0.23 -4.60 0.67
O 1.197 -1.509 -6.726 1.42 3.04 4.35
H -2.307 -3.563 3.406 0.81 0.16 -2.03
O -1.748 1.115 1.587 2.37 -0.51 -1.52
C 4.132 -2.068 -0.983 1.79 0.33 2.11
C 1.948 1.206 -4.610 -0.97 0.31 -1.58
H -1.902 5.172 -2.558 -0.23 0.18 0.17
F -0.149 1.548 3.859 0.70 0.03 0.60
H -2.485 3.780 4.891 -0.46 0.21 -0.19
H 4.465 -3.579 -3.944 0.37 -0.33 -0.18
O 0.910 -3.276 -0.203 0.13 -1.50 -0.25
H 2.762 1.923 -4.512 0.18 -0.48 0.11
C -1.290 -1.057 1.782 0.20 -5.06 0.53
C -2.563 -3.847 -1.184 1.58 0.12 -0.51
O 2.520 -2.881 -2.557 0.87 -0.29 0.13
Sr -0.406 3.562 1.085 -0.24 -0.42 -0.76
O 0.815 -5.196 2.076 1.79 -1.72 0.88
S 2.122 3.150 4.027 -2.43 -2.49 2.99
H 5.548 -1.830 0.593 0.69 0.07 -0.15
O -4.528 -6.508 -2.329 3.69 3.30 3.13
H 1.026 1.789 -4.615 -0.19 0.01 -0.67
H -1.619 -5.245 0.202 -0.19 -1.12 -0.36
C -4.306 0.312 -1.581 3.61 4.40 -7.57
H -3.868 4.423 3.436 -0.42 0.31 -0.14
C -5.592 0.400 0.174 -0.26 0.16 1.67
H 2.303 -4.786 -1.885 0.84 2.63 -0.29
H -1.559 5.329 4.871 -0.06 -0.09 0.20
H 0.591 6.049 -2.041 -0.47 0.16 -0.28
C -3.672 4.071 1.337 1.18 0.33 -1.63
O 3.442 2.683 4.356 -0.48 0.37 -1.22
H 0.434 -5.878 2.634 0.26 -1.02 0.50
N 1.597 3.263 2.415 5.03 1.52 2.28
H 6.856 -3.802 -3.134 0.49 0.46 0.06
F 0.951 1.262 5.761 -0.12 0.76 -0.99
H -3.288 -2.988 4.545 -0.76 0.41 0.19
C 3.858 -2.644 -2.169 -0.86 -1.20 -1.55
O -1.905 4.537 3.027 -0.11 -1.16 -2.47
C -1.685 4.265 -1.992 -0.86 -0.45 -0.19
O -0.437 4.366 -1.371 1.72 0.27 0.09
H 1.101 -5.554 1.232 0.34 -0.09 -0.50
H -4.612 4.497 0.986 -0.62 -0.60 0.70
C -3.790 -5.709 -1.700 -2.93 -0.77 -3.33
C 1.525 -0.782 -5.752 -0.19 -1.53 -2.66
C -3.247 4.723 2.592 -0.27 1.44 1.62
H 1.592 -6.121 -1.548 -0.51 -0.50 0.11
H -6.585 0.001 -0.030 0.10 -0.46 0.53
C -2.745 3.863 -0.944 -0.93 0.02 -1.20
C 3.985 2.609 0.975 -1.16 2.07 0.41
O -3.799 -0.571 -0.851 1.43 -4.36 2.28
H -0.825 3.744 4.460 0.10 0.47 0.41
H 1.986 -2.511 -1.851 -0.55 -0.09 0.11
O 2.084 -5.655 -2.228 -1.23 -1.14 -0.07
C 1.089 1.536 4.451 0.83 -0.58 -0.69
F 3.318 2.208 -0.106 0.23 -0.16 0.32
```
Positions in Å, forces in eV/Å.

The spin multiplicity is 1. The value obtained for the HOMO-LUMO gap is 5.45 eV. The HOMO energy is -0.458 Ha. The value obtained for the LUMO energy is -7.008 eV. Its net charge is +2. For the max |F|, the calculation gives 0.1842 hartree/bohr.


Entry 2:
Density functional theory data (wB97M-V/def2-TZVPD) for a cluster of 3 separate species, C17H42I2N2O11PS2 in total in a non-equilibrium geometry.

XYZ file:
```
77
Properties=species:S:1:pos:R:3:forces:R:3
O 3.580 -0.554 -0.053 1.07 0.80 1.73
O 0.973 6.811 3.415 -0.26 -0.17 -1.66
P -1.998 -0.906 2.834 1.58 -7.38 6.19
H -3.606 0.189 -0.045 1.93 0.19 1.94
H 0.102 -8.567 -6.637 0.04 -0.03 0.20
H 2.028 4.433 4.361 -0.01 0.08 0.08
O -1.547 -5.533 -3.698 0.02 -0.22 -0.87
N -2.087 4.104 -0.984 1.92 -1.11 0.76
S 0.808 5.977 2.025 0.71 1.00 0.48
I -1.498 -0.841 -1.966 0.12 0.14 1.23
S -1.165 -5.551 -5.093 0.46 -0.39 -0.59
H -3.119 2.331 -1.731 2.16 0.06 1.64
C -2.717 2.163 0.540 -0.97 0.88 -0.05
C -1.626 -3.880 -0.718 -0.84 -0.83 0.65
C 5.164 1.471 0.287 0.06 -1.38 0.60
C 3.187 -0.478 1.362 -1.15 -1.02 0.27
H 1.771 4.879 6.055 -0.02 0.12 -0.10
H 5.666 -0.862 0.276 -1.02 1.69 -1.04
C -0.456 0.595 1.306 3.47 2.69 0.33
H 1.736 7.937 1.079 -0.11 -0.15 0.04
N -1.718 -0.280 1.143 0.87 0.42 0.88
H -3.827 2.613 0.612 2.37 -1.16 -0.15
C -1.453 -1.421 0.190 1.08 -3.29 -1.32
C -2.233 2.568 -0.967 -0.35 0.94 0.03
H 4.147 2.085 0.226 2.35 -1.34 -0.11
H -0.193 5.556 4.594 0.06 0.11 -0.16
H -0.060 7.989 1.135 0.13 -0.14 0.02
H 4.077 -0.333 2.116 -1.66 0.03 -1.69
H -2.358 -3.313 1.341 0.03 1.87 -1.98
C 1.910 5.278 5.046 0.20 -0.26 -0.12
H -0.468 -3.745 -0.785 -2.16 -0.04 -0.05
O 2.014 5.209 1.799 -1.26 0.09 0.16
C -0.582 -3.936 -5.541 0.20 -0.01 0.02
H -1.204 2.141 -1.311 -2.14 0.15 0.73
H -1.707 4.365 -0.025 -0.58 -0.19 -1.50
H -0.040 -7.684 -3.692 -0.02 0.17 -0.12
C 0.815 7.371 0.927 -0.07 0.10 0.14
C -2.361 -2.760 0.292 1.76 -1.86 0.11
O -1.986 0.354 4.039 -0.71 -1.02 -4.35
C 4.967 -0.087 -0.256 -0.15 0.84 -0.37
I -4.419 -2.684 -0.392 0.49 0.25 0.48
H 0.774 6.995 -0.097 0.02 -0.10 0.18
O -0.986 -2.108 3.201 -4.04 5.73 -2.14
H 0.143 -3.602 -4.796 -0.09 -0.12 -0.10
H -1.439 -3.260 -5.559 -0.01 -0.23 0.01
H 5.154 -0.073 -1.413 -0.47 -0.34 2.29
H -1.253 4.283 -1.619 -1.53 -0.06 0.93
H -0.337 -1.850 0.269 -2.51 1.54 0.50
H 2.842 5.852 5.015 -0.19 -0.04 0.07
O 0.740 -0.114 1.777 -1.63 0.84 -1.36
H 2.715 -1.541 1.630 0.86 2.37 -0.51
H 5.468 1.357 1.435 -0.48 0.76 -2.58
H -4.223 -0.955 3.315 0.83 -1.48 -0.45
H -1.348 -8.551 -5.637 0.13 -0.03 0.02
C 0.380 -7.638 -4.703 0.02 -1.28 0.28
H -2.323 1.191 3.600 0.42 -0.89 0.95
C -2.920 0.574 0.846 -3.65 2.66 -0.54
H 1.450 -7.851 -4.618 -0.12 0.39 -0.06
H -0.606 1.443 2.135 -0.37 -1.81 -2.07
H -0.154 1.089 0.270 -1.27 -1.07 2.00
O -2.061 -6.018 -6.130 0.57 0.36 1.25
H 1.985 1.333 0.611 -0.37 -1.25 1.78
C -0.261 -8.672 -5.610 -0.33 -0.06 -0.15
O -3.588 -1.682 3.014 2.37 4.17 -0.52
H -1.802 -4.954 -0.229 0.29 2.42 -1.09
H -0.042 -9.685 -5.257 0.04 0.15 -0.01
C 1.976 0.657 1.566 2.25 -0.45 0.37
H -0.127 -3.986 -6.532 -0.08 -0.06 0.14
H 2.249 1.263 2.538 -0.90 -0.94 -1.95
H 6.019 1.932 -0.366 -1.70 -0.59 1.56
O -0.507 5.371 1.993 0.73 -0.29 0.09
C 0.730 6.143 4.645 0.03 -0.64 1.11
H -2.150 2.772 1.396 -0.90 -1.48 -1.99
H -3.660 0.571 1.786 1.71 -0.26 -1.96
H 0.579 6.917 5.405 -0.02 0.09 -0.40
H -2.193 -3.872 -1.742 1.61 -0.05 1.85
O 0.258 -6.331 -5.244 -0.84 1.42 0.01
```
Positions in Å, forces in eV/Å.

The spin multiplicity is 1. The value obtained for the HOMO-LUMO gap is 8.08 eV. The HOMO energy is -0.441 Ha. The value obtained for the LUMO energy is -3.925 eV. Its net charge is +1. For the max |F|, the calculation gives 0.1899 hartree/bohr.


Entry 3:
Density functional theory data (wB97M-V/def2-TZVPD) for a cluster of 5 separate species, C2H14O4S2 in total in a non-equilibrium geometry.

XYZ file:
```
22
Properties=species:S:1:pos:R:3:forces:R:3
O 2.833 3.458 -0.013 -0.65 -0.52 -0.05
H 1.298 -1.193 -1.957 -0.22 -0.02 -0.08
H -0.822 1.431 0.827 0.13 -0.31 -0.29
H 4.016 1.621 -2.713 -0.48 0.57 -0.18
H 4.773 1.218 -1.550 0.02 0.35 0.68
O -3.271 -3.564 0.986 -0.92 -0.06 0.37
C 1.235 -1.505 -0.920 0.98 1.30 0.52
H -3.334 -0.967 3.321 -0.14 0.09 -0.02
C -1.717 1.300 0.220 0.52 -0.47 -0.47
H 3.452 4.152 0.171 0.47 0.45 0.04
H -2.434 0.696 0.721 -0.71 0.35 1.10
H 1.709 -2.476 -0.795 -0.92 -0.53 -0.05
H 1.892 -0.876 -0.318 0.18 0.35 -0.35
O -3.908 -0.935 2.546 0.45 -0.06 -0.07
H -2.079 2.299 -0.012 -0.24 -0.28 -0.58
S -1.471 0.105 -1.210 0.45 1.22 -0.05
H -3.258 -3.356 0.044 0.77 0.07 0.37
H 3.221 2.918 -0.722 -0.01 0.26 0.27
S -0.402 -1.262 -0.176 -0.21 -1.63 0.32
O 4.181 1.936 -1.815 0.62 -1.12 -0.76
H -2.432 -3.456 1.439 0.33 0.05 -0.79
H -3.481 -1.543 1.923 -0.41 -0.05 0.07
```
Positions in Å, forces in eV/Å.

Its SMILES is CSSC.O.O.O.O. The spin multiplicity is 1. The value obtained for the HOMO-LUMO gap is 8.62 eV. The HOMO energy is -0.311 Ha. The value obtained for the energy above the lowest of the compared OMol25 structures with the same formula, charge and spin is 108.8 kJ/mol. The value obtained for the LUMO energy is 0.172 eV. Its net charge is 0. For the max |F|, the calculation gives 0.0332 hartree/bohr.